Entry 1:
Formula: C28H46BrCoN3P2S
Source: the Open Molecules 2025 dataset
Level of theory: ωB97M-V with the def2-TZVPD basis set

Positions of all 82 atoms, in Å:
C -3.671 1.356 -2.818
C 4.481 -1.745 -2.183
H 3.687 -2.454 2.522
H -2.851 -2.214 -2.296
H -0.229 -0.013 5.892
C -0.055 2.591 -0.913
H -3.005 0.570 -3.166
H -5.100 -2.371 -1.291
C 5.437 1.324 -0.093
C -0.272 -2.516 -2.881
C -1.525 -4.298 0.968
C 0.755 4.448 0.418
H 0.665 -2.757 -3.401
H 0.499 -1.328 4.952
C 2.211 3.404 -1.228
H 1.675 -0.284 1.611
C 4.024 0.937 0.354
C -1.091 1.575 -1.241
C 0.688 0.656 4.037
C -0.044 -0.379 4.880
H -4.314 -0.908 -0.674
H 0.594 5.195 1.195
H 4.753 -2.724 -1.766
H 0.783 1.605 4.569
H -0.911 -3.403 -2.918
H 2.995 -0.173 -1.861
C 0.008 -2.067 -1.453
C -4.263 -2.008 -0.672
H -0.029 1.526 2.165
H 6.200 0.875 0.555
H 0.495 -1.076 -1.461
H 1.639 -1.944 1.018
C 1.169 2.561 -1.603
H -2.907 -3.609 -1.225
H -1.308 3.825 0.387
C 3.282 -1.145 -1.434
P -1.458 -1.812 -0.395
C -2.945 -2.508 -1.241
H 3.862 1.277 1.387
S -2.634 0.107 1.904
C -4.657 2.762 -1.108
N -0.165 0.806 2.869
C -4.533 2.000 -3.733
N -1.298 -0.557 4.163
H -0.755 -1.714 -3.449
C -5.432 3.364 -2.110
H -4.434 -2.350 0.359
C -3.646 1.849 -1.500
H 3.446 -0.894 3.311
C -2.437 1.712 -0.625
H -2.037 -1.204 4.423
H -6.131 4.169 -1.860
P 3.671 -0.852 0.322
C 2.294 -1.181 1.462
H 2.418 -1.818 -1.504
H -2.613 -4.426 1.030
H -2.581 2.378 0.235
H -4.533 1.705 -4.790
C -1.329 0.125 3.009
H -1.715 -2.365 1.941
H -1.082 -4.897 1.774
N -5.348 2.991 -3.388
H 4.224 -1.885 -3.240
C 2.021 4.321 -0.175
H 5.650 1.025 -1.126
H 3.270 1.424 -0.277
C -1.145 -2.827 1.119
H -0.082 -2.708 1.379
H -4.764 3.080 -0.076
H 0.688 -2.758 -0.933
C -0.303 3.638 -0.008
H 3.178 3.366 -1.724
H 1.686 0.325 3.739
Co -1.427 0.294 -0.002
H 2.193 -2.155 3.430
H 5.549 2.412 -0.029
H 1.313 1.859 -2.428
H -1.179 -4.711 0.013
H -1.011 1.140 -2.242
H 5.364 -1.094 -2.129
Br 3.455 5.244 0.515
C 2.929 -1.694 2.763

Its total charge is +2. Its multiplicity is 4. As for the orbital gap (spin up / spin down): 6.94 / 3.81 eV. Its lowest unoccupied orbital energy (spin up / spin down) is -5.84 / -9.12 eV.

=====

Entry 2:
Formula: C28H46BrN3P2PdS
Source: the Open Molecules 2025 dataset
Level of theory: ωB97M-V with the def2-TZVPD basis set

Positions of all 82 atoms, in Å:
N -1.023 -1.014 3.000
C -1.262 2.399 -0.829
H -1.703 -2.446 -5.810
H 3.518 1.026 -1.006
C -0.588 6.823 -6.638
C 3.465 0.057 -0.479
H 0.644 -2.419 -3.007
C 4.827 -0.599 -0.418
H 1.133 -2.918 -0.610
H -0.208 -4.596 -3.723
H -2.460 0.159 4.031
C -1.485 2.514 -3.235
H 5.160 -0.964 -1.396
H -4.572 2.639 -1.770
C -0.678 2.476 -2.106
C 2.170 -2.563 -0.495
H 0.412 2.449 -2.234
H -1.737 -1.155 2.276
H -2.797 0.107 -4.879
C 0.175 -0.604 2.477
C 3.661 0.002 -3.676
C -1.543 -0.410 4.257
H 1.241 -0.598 5.435
H -1.818 -0.628 -1.153
H -0.617 2.360 0.051
C -0.507 5.675 -5.828
H 4.712 0.109 -3.397
H 5.579 0.129 -0.085
Br -3.363 2.001 0.967
H 2.174 -1.529 -3.682
C -3.493 2.539 -1.876
H 4.188 -3.272 -1.012
C -2.654 -1.931 -5.650
H -1.249 5.583 -9.571
H -1.152 3.453 -8.307
H -0.794 0.255 4.728
H 3.618 -0.145 -4.763
H -3.001 -3.234 -2.368
C -0.975 4.379 -7.789
H 2.861 -4.107 -1.892
N -0.852 6.761 -7.934
S 0.311 -0.281 0.795
H -1.463 -3.860 -2.770
H 2.291 -2.337 0.573
H -1.799 -1.232 4.941
P -1.083 -0.887 -3.559
P 2.170 -0.886 -1.375
N 1.213 -0.444 3.327
C -2.643 -0.930 -4.510
H -0.302 5.795 -4.768
C -3.078 -2.276 -1.840
H -3.392 -2.522 -0.819
C -2.891 2.530 -3.138
H -3.466 -1.149 -3.821
C -0.897 -3.754 -3.697
C -1.042 5.583 -8.501
H -0.422 7.814 -6.212
H -0.972 -2.125 -1.408
H 3.128 0.935 -3.451
C -2.662 2.332 -0.723
C -0.127 -2.452 -3.802
C 1.372 -1.250 4.560
H 3.662 -2.066 -2.892
H -3.419 -2.694 -5.489
C -0.707 4.379 -6.409
C 2.987 -1.205 -3.016
C 3.154 -3.647 -0.937
H -3.471 2.459 -4.061
H -1.587 -3.903 -4.517
H -3.909 -1.716 -2.283
H 3.059 0.272 0.521
C -0.868 2.521 -4.595
Pd -0.369 0.731 -4.876
H 2.084 -0.166 2.860
H 2.396 -1.666 4.564
C -0.655 3.149 -5.686
H 4.859 -1.431 0.293
C -1.765 -1.489 -1.829
H 0.639 -2.070 4.585
H -2.924 -1.410 -6.567
H 0.402 -2.356 -4.761
H 3.153 -4.455 -0.183

Its total charge is +4. Its multiplicity is 5. As for the orbital gap (spin up / spin down): 6.89 / 3.06 eV. Its lowest unoccupied orbital energy (spin up / spin down) is -11.81 / -15.00 eV.

=====

Entry 3:
Formula: C28H46GeHoNO5SSi
Source: the Open Molecules 2025 dataset
Level of theory: ωB97M-V with the def2-TZVPD basis set

Positions of all 84 atoms, in Å:
H -2.509 2.160 1.652
C 3.028 -1.863 -0.402
C 5.078 -0.948 0.424
H 0.262 -2.330 -3.319
C -0.139 -0.908 3.465
H 0.124 4.048 -2.992
C -0.314 0.459 3.068
O 0.138 -1.734 1.228
H -4.609 1.526 -1.377
H 2.445 -2.695 -0.774
S 2.148 1.764 0.400
C 0.094 -1.940 2.508
O -0.272 0.831 1.870
C -2.463 -2.855 -3.144
H 6.525 2.113 -1.083
H -4.273 2.039 1.778
O -2.168 0.845 -0.524
H 6.121 -1.074 0.689
H -2.543 -3.886 -3.490
H -2.657 -0.320 1.994
C 0.282 -3.255 2.993
H -0.641 2.495 3.574
H -2.198 -2.235 -4.003
C 0.215 1.888 -3.102
C 1.665 1.580 -3.443
H -3.445 -2.546 -2.780
H -0.062 -2.757 6.335
H 0.462 -4.034 2.263
H 2.234 1.397 -2.528
C -1.424 -2.766 -2.037
H 5.575 0.957 3.560
H 0.366 -4.555 4.666
C -4.605 0.704 -0.659
H -3.051 -1.334 0.594
C 4.854 3.362 1.455
H -3.539 2.929 0.434
H 0.686 -3.072 -1.762
Si 5.631 1.700 1.194
C -0.016 -2.523 5.281
C -0.610 1.977 -4.379
H -0.010 -4.060 -3.047
C -3.351 -0.452 1.162
C 4.467 0.305 0.576
H -0.375 -0.463 5.572
H 7.693 2.546 0.167
C -0.191 -1.243 4.844
C 6.343 1.073 2.792
O -0.244 0.787 -2.273
C -1.782 -3.701 -0.893
H -1.507 1.344 4.611
Ho -0.109 -0.064 -0.186
H 4.837 -3.001 -0.162
N 2.413 -0.709 -0.286
C 4.373 -2.030 -0.054
H -1.116 -3.530 -0.046
H 6.849 0.113 2.674
H -5.517 0.769 -0.065
H -4.338 -0.647 1.583
C -0.037 -3.075 -2.580
C 0.098 3.192 -2.316
C 6.942 1.807 -0.122
H -2.810 -3.531 -0.567
H -0.169 2.724 -5.040
C -3.394 0.780 0.261
H 1.735 0.695 -4.076
H 2.121 2.422 -3.966
C -3.433 2.058 1.082
H -1.640 2.281 -4.180
H 0.224 1.577 4.826
H -0.846 3.222 -1.769
C 3.105 0.360 0.210
H 7.454 0.853 -0.265
C 0.225 -3.535 4.332
H 4.075 3.347 2.218
H 5.649 4.031 1.795
H -1.692 -4.741 -1.211
H 7.081 1.788 3.164
H 0.918 3.310 -1.606
H -4.640 -0.242 -1.207
O -1.396 -1.425 -1.485
H -0.625 1.022 -4.908
C -0.572 1.538 4.083
H 4.431 3.779 0.541
Ge -2.094 0.158 -2.343

Its total charge is +1. Its multiplicity is 6. As for the orbital gap (spin up / spin down): 8.15 / 4.98 eV. Its lowest unoccupied orbital energy (spin up / spin down) is -2.53 / -5.70 eV.

=====

Entry 4:
Formula: C28H46IN5O4P2
Source: the Open Molecules 2025 dataset
Level of theory: ωB97M-V with the def2-TZVPD basis set

Positions of all 86 atoms, in Å:
H 1.212 -4.529 3.697
C -1.205 1.035 1.946
H 3.065 3.242 -2.640
H 3.236 2.829 5.009
C -2.293 -4.614 -4.740
C 0.320 -4.585 3.095
H -1.694 -4.134 -2.771
H -4.038 -3.416 -2.273
H 4.135 0.675 1.519
H -2.137 1.851 -2.401
C 5.222 2.019 2.945
H 2.753 -1.777 -2.064
C 5.239 3.386 3.027
C -5.349 -0.622 -5.383
H 0.838 -3.462 1.221
C -0.843 -5.218 3.446
H -2.253 1.576 0.119
H -4.042 0.306 0.144
H 2.130 4.837 6.457
H -6.212 -0.929 -4.817
C 3.025 1.202 -2.017
H 3.270 4.696 8.920
C -3.732 -3.817 -3.224
C -5.240 -0.108 -6.649
H -6.058 0.087 -7.323
H -1.096 -0.011 2.229
O 1.498 -1.558 -0.524
C 3.407 3.120 6.031
H -0.279 -0.427 -1.829
P -0.921 -0.344 -0.550
H -3.594 1.359 -3.292
C 0.787 -0.620 0.276
C 2.313 2.485 -2.385
C -1.273 1.208 0.414
H -1.339 -4.940 -5.118
H 4.992 2.611 8.826
C 2.869 4.127 6.788
C 3.465 4.053 8.077
H 0.997 3.664 -1.518
H 3.803 0.984 -2.761
C 3.908 2.837 1.312
H 4.845 1.656 6.511
H 0.854 1.567 2.269
H -0.542 1.960 0.093
C -1.151 -4.338 1.413
N 4.302 2.444 6.812
H 3.402 -0.792 -0.706
P -2.913 -0.389 -1.686
H -2.125 -0.288 -5.548
C 4.345 3.004 8.060
H -0.173 1.811 3.697
C -3.107 1.349 -2.312
H 3.231 3.019 0.493
C 0.126 -4.026 1.802
N 4.442 3.873 2.029
N -4.093 -0.717 -4.858
C -4.424 -3.995 -4.389
H 1.673 2.317 -3.258
O 1.535 2.904 -1.264
H -3.869 -1.102 -3.952
C 2.510 -1.012 -1.319
H 0.606 -1.105 1.245
C 4.376 1.670 1.857
H -1.691 -4.110 0.509
I -3.138 1.526 2.807
H -3.414 0.502 -7.797
H -3.718 -4.711 -6.391
O -4.013 -0.470 -0.433
H 3.511 1.331 -1.040
H -3.732 1.931 -1.626
H -1.382 -1.561 0.032
H 5.754 1.342 3.593
O 2.073 0.162 -1.958
N -2.435 -4.193 -3.445
C -3.858 0.111 -6.897
C -0.136 1.888 2.609
H 4.265 4.846 1.858
H 1.362 0.298 0.450
H -2.667 -5.423 2.402
H 5.739 4.046 3.714
N -1.731 -5.063 2.417
H -0.267 2.940 2.336
H -1.111 -5.762 4.335
H -5.459 -3.744 -4.551
C -3.511 -4.497 -5.356
C -3.179 -0.279 -5.771

Its total charge is 0. Its multiplicity is 1. As for the SMILES: C[C@@H](I)C[PH2](COCOCCO)P(C)O.c1cc[nH]c1.c1cc[nH]c1.c1cc[nH]c1.c1cc[nH]c1.c1cc[nH]c1. As for the orbital gap: 7.44 eV. Its lowest unoccupied orbital energy is 0.14 eV.

=====

Entry 5:
Formula: C28H46N2O6
Source: the Open Molecules 2025 dataset
Level of theory: ωB97M-V with the def2-TZVPD basis set

Positions of all 82 atoms, in Å:
H -19.662 -28.650 3.056
H -19.784 -25.494 1.241
H -25.773 -24.365 9.426
C -24.072 -23.377 8.668
N -16.371 -23.183 10.357
H -20.573 -15.817 11.830
C -19.083 -17.851 5.941
H -22.421 -22.359 7.478
H -21.904 -12.477 8.501
H -17.900 -17.792 4.161
C -19.788 -10.907 6.337
C -23.479 -17.233 11.899
C -20.927 -16.635 12.458
C -22.253 -20.786 -1.444
H -23.921 -16.461 11.267
H -20.803 -27.825 1.827
C -20.185 -11.569 7.490
H -21.356 -25.358 2.268
H -20.385 -16.920 13.360
H -22.829 -10.584 4.945
H -21.167 -20.703 -1.485
C -22.474 -16.584 12.815
H -21.195 -27.983 3.476
H -19.466 -18.656 4.165
H -17.857 -14.142 1.158
C -20.342 -27.833 2.815
H -19.354 -11.787 8.144
H -17.449 -11.267 -0.615
H -21.648 -18.244 -1.898
H -18.695 -12.512 1.116
C -18.584 -13.498 0.665
C -22.334 -18.224 -1.052
H -14.618 -24.325 7.053
H -21.986 -17.722 -0.148
C -20.735 -10.311 5.518
C -22.085 -10.690 5.721
O -18.860 -26.227 3.833
H -22.626 -20.808 -2.468
C -17.344 -12.132 -1.269
O -18.500 -14.240 -1.584
C -25.422 -24.002 8.460
H -24.276 -17.543 12.575
C -14.480 -24.185 9.207
C -22.702 -19.611 -0.601
H -16.888 -23.102 6.996
H -18.749 -10.628 6.240
C -18.183 -13.326 -0.830
H -16.295 -12.384 -1.110
C -19.769 -26.432 3.072
C -15.126 -23.820 10.357
C -18.217 -16.765 6.700
H -22.567 -24.029 7.206
H -18.814 -16.400 7.536
H -17.793 -15.988 6.064
H -20.735 -17.508 11.834
H -23.722 -23.000 6.503
C -20.270 -25.302 2.198
H -22.480 -21.684 -0.869
H -17.963 -19.393 4.951
C -18.531 -18.496 4.702
H -17.384 -17.119 7.307
H -25.408 -24.874 7.807
O -22.860 -16.096 13.911
C -21.551 -11.899 7.660
H -17.904 -22.548 9.242
H -23.218 -18.086 11.273
H -26.105 -23.250 8.065
O -20.208 -18.065 6.368
C -16.333 -23.308 7.899
H -19.480 -14.119 0.656
H -23.230 -17.679 -1.348
H -14.729 -24.080 11.327
H -13.524 -24.679 9.307
O -23.232 -19.830 0.520
H -20.493 -9.813 4.591
H -17.566 -11.805 -2.285
N -22.492 -11.427 6.783
O -23.581 -23.302 9.811
C -16.921 -22.983 9.134
C -15.111 -23.957 7.941
H -19.953 -24.312 2.530
C -23.170 -23.150 7.431

Its total charge is 0. Its multiplicity is 1. As for the SMILES: c1ccncc1.c1ccncc1.CC(C)=O.CC(C)=O.CC(C)=O.CC(C)=O.CC(C)=O.CC(C)=O. As for the orbital gap: 9.66 eV. Its lowest unoccupied orbital energy is 0.15 eV.